Entry 1:
Below is 4 unconnected molecules or ions with the total composition C20H20N4 in a non-equilibrium geometry, with properties calculated with wB97M-V/def2-TZVPD.

Properties
Net charge ... 0
HOMO-LUMO gap ... 10.0611 eV
Energy ... -993.0552 hartree
Structure (SMILES) ... c1ccncc1.c1ccncc1.c1ccncc1.c1ccncc1
Largest force on an atom ... 3.35 eV Å⁻¹
HOMO level ... -9.4 eV

Last column: Löwdin charge in e.
Cartesian coordinates (Å):
C (-0.011, 3.816, -2.457)  -0.05
C (1.034, 4.839, -2.466)  -0.05
C (2.001, 4.700, -1.444)  -0.17
N (2.023, 3.745, -0.482)  0.05
C (0.932, 2.890, -0.438)  -0.14
C (-0.088, 2.891, -1.370)  -0.09
H (-0.789, 3.726, -3.201)  0.09
H (1.074, 5.636, -3.193)  0.09
H (2.853, 5.360, -1.366)  0.09
H (0.817, 2.158, 0.348)  0.07
H (-0.914, 2.212, -1.222)  0.08
C (3.086, -2.026, 4.976)  -0.09
C (3.456, -0.903, 4.283)  -0.10
C (2.429, -0.007, 3.969)  -0.18
N (1.157, -0.120, 4.423)  0.06
C (0.801, -1.318, 4.969)  -0.14
C (1.722, -2.378, 5.172)  -0.05
H (3.862, -2.737, 5.215)  0.10
H (4.468, -0.677, 3.983)  0.10
H (2.746, 0.893, 3.463)  0.10
H (-0.246, -1.548, 5.102)  0.09
H (1.468, -3.380, 5.486)  0.09
C (0.827, -2.888, -0.339)  -0.07
C (-0.169, -2.001, -0.720)  -0.05
C (-0.093, -0.674, -0.236)  -0.14
N (0.843, -0.279, 0.622)  0.06
C (1.820, -1.170, 0.975)  -0.14
C (1.882, -2.451, 0.494)  -0.07
H (0.882, -3.921, -0.649)  0.10
H (-0.980, -2.235, -1.394)  0.08
H (-0.839, 0.107, -0.232)  0.09
H (2.690, -0.856, 1.533)  0.08
H (2.767, -3.030, 0.715)  0.10
C (-3.694, -1.309, -2.063)  -0.09
C (-3.638, -1.995, -3.262)  -0.09
C (-3.788, -1.311, -4.474)  -0.16
N (-4.164, -0.034, -4.574)  0.04
C (-4.316, 0.650, -3.410)  -0.13
C (-4.149, 0.036, -2.123)  -0.05
H (-3.539, -1.780, -1.104)  0.10
H (-3.382, -3.043, -3.325)  0.10
H (-3.820, -1.857, -5.406)  0.10
H (-4.703, 1.649, -3.548)  0.09
H (-4.319, 0.620, -1.231)  0.09

---

Entry 2:
Below is C20H20N4O3S in the gas phase in a non-equilibrium geometry, with properties calculated with wB97M-V/def2-TZVPD.

Properties
Net charge ... 0
HOMO-LUMO gap ... 8.9627 eV
Energy ... -1617.0477 hartree
Structure (SMILES) ... O=C(NC1CCCC1)[C@H](c1ccco1)N(C(=O)c1csnn1)c1ccccc1
Largest force on an atom ... 1.68 eV Å⁻¹
HOMO level ... -8.8 eV

Last column: Löwdin charge in e.
Cartesian coordinates (Å):
O (1.965, 0.298, 1.888)  0.10
C (1.744, -0.333, 0.879)  -0.44
N (2.469, -0.274, -0.249)  0.13
C (3.620, 0.591, -0.449)  -0.26
C (3.302, 2.088, -0.229)  -0.13
C (4.136, 2.509, 0.980)  -0.19
C (5.371, 1.620, 0.884)  -0.19
C (4.773, 0.264, 0.521)  -0.14
C (0.535, -1.297, 0.819)  -0.09
C (0.713, -2.517, -0.022)  -0.22
C (0.701, -3.832, 0.336)  0.00
C (0.888, -4.574, -0.857)  -0.05
C (0.995, -3.659, -1.854)  -0.10
O (0.892, -2.409, -1.364)  0.01
N (-0.650, -0.531, 0.420)  0.07
C (-1.837, -0.920, 0.941)  -0.39
O (-1.955, -1.870, 1.694)  0.09
C (-3.016, -0.125, 0.514)  -0.28
C (-4.164, 0.022, 1.264)  -0.31
S (-5.266, 0.959, 0.373)  1.01
N (-4.194, 1.076, -0.895)  -0.32
N (-3.111, 0.488, -0.684)  -0.03
C (-0.480, 0.685, -0.297)  -0.26
C (-0.628, 1.895, 0.370)  -0.02
C (-0.452, 3.082, -0.316)  -0.07
C (-0.120, 3.066, -1.660)  -0.08
C (0.035, 1.858, -2.320)  -0.07
C (-0.145, 0.666, -1.643)  -0.02
H (2.157, -0.816, -1.040)  0.12
H (3.936, 0.426, -1.482)  0.15
H (2.237, 2.241, -0.063)  0.09
H (3.593, 2.657, -1.112)  0.11
H (4.374, 3.572, 0.969)  0.11
H (3.591, 2.274, 1.893)  0.10
H (6.028, 1.971, 0.085)  0.11
H (5.940, 1.585, 1.811)  0.11
H (4.357, -0.196, 1.416)  0.11
H (5.497, -0.419, 0.080)  0.11
H (0.346, -1.643, 1.845)  0.16
H (0.565, -4.221, 1.323)  0.12
H (0.930, -5.639, -0.952)  0.10
H (1.138, -3.757, -2.912)  0.12
H (-4.369, -0.363, 2.240)  0.08
H (-0.874, 1.895, 1.422)  0.13
H (-0.570, 4.022, 0.202)  0.11
H (0.018, 3.995, -2.193)  0.10
H (0.290, 1.845, -3.369)  0.10
H (-0.048, -0.278, -2.155)  0.11

---

Entry 3:
Below is C20H20N4O3S2 in the gas phase in a non-equilibrium geometry, with properties calculated with wB97M-V/def2-TZVPD.

Properties
Net charge ... 0
HOMO-LUMO gap ... 8.0418 eV
Energy ... -2015.0916 hartree
Structure (SMILES) ... CC(C)(NC(=O)c1nc(-c2nccs2)sc1C1CC1)c1ccc(C(=O)NO)cc1
Largest force on an atom ... 6.05 eV Å⁻¹
HOMO level ... -8.6 eV

Last column: Löwdin charge in e.
Cartesian coordinates (Å):
C (2.969, -0.423, -1.311)  -0.05
C (1.588, -0.861, -0.897)  -0.43
C (1.677, -2.027, 0.245)  0.00
N (0.816, 0.194, -0.238)  0.10
C (1.306, 1.215, 0.589)  -0.38
O (2.328, 1.824, 0.324)  0.06
C (0.458, 1.488, 1.809)  -0.22
N (-0.465, 0.498, 2.104)  0.10
C (-1.070, 0.907, 3.262)  -0.56
C (-2.111, 0.098, 3.952)  -0.59
N (-2.418, 0.107, 5.276)  -0.01
C (-3.208, -0.908, 5.686)  -0.26
C (-3.806, -1.569, 4.620)  -0.39
S (-3.223, -0.921, 3.106)  1.03
S (-0.713, 2.474, 3.921)  1.14
C (0.529, 2.588, 2.661)  -0.35
C (1.524, 3.698, 2.611)  -0.28
C (1.099, 5.008, 3.247)  -0.11
C (2.189, 4.146, 3.911)  -0.11
C (0.843, -1.224, -2.239)  -0.12
C (0.569, -0.226, -3.235)  0.01
C (-0.249, -0.503, -4.342)  0.00
C (-0.794, -1.754, -4.633)  -0.18
C (-1.689, -1.930, -5.676)  -0.46
O (-1.358, -1.502, -6.793)  0.07
N (-2.913, -2.581, -5.505)  0.06
O (-3.643, -3.056, -6.688)  -0.02
C (-0.403, -2.794, -3.750)  0.03
C (0.305, -2.518, -2.517)  0.01
H (3.463, -0.187, -0.306)  0.11
H (3.526, -1.225, -1.713)  0.07
H (3.179, 0.488, -1.876)  0.09
H (1.979, -1.556, 1.164)  0.07
H (0.727, -2.388, 0.493)  0.06
H (2.413, -2.788, 0.150)  0.07
H (-0.124, -0.038, 0.054)  0.12
H (-3.303, -1.077, 6.870)  0.15
H (-4.533, -2.376, 4.629)  0.06
H (2.195, 3.687, 1.784)  0.12
H (0.074, 4.953, 3.651)  0.07
H (1.385, 6.043, 2.926)  0.12
H (2.098, 3.499, 4.815)  0.11
H (3.229, 4.485, 3.859)  0.10
H (0.936, 0.784, -3.043)  0.12
H (-0.426, 0.280, -4.942)  0.08
H (-3.391, -2.427, -4.618)  0.15
H (-3.431, -2.591, -7.514)  0.09
H (-0.819, -3.706, -3.950)  0.08
H (0.685, -3.308, -1.931)  0.08

---

Entry 4:
Below is C20H20N4O4S in the gas phase in a non-equilibrium geometry, with properties calculated with wB97M-V/def2-TZVPD.

Properties
Net charge ... 0
HOMO-LUMO gap ... 7.4244 eV
Energy ... -1692.2105 hartree
Structure (SMILES) ... Cc1ccc(S(=O)(=O)N2CCN(c3ccc([N+](=O)[O-])c4cccnc34)CC2)cc1
Largest force on an atom ... 1.41 eV Å⁻¹
HOMO level ... -8.2 eV

Last column: Löwdin charge in e.
Cartesian coordinates (Å):
C (-2.430, -2.918, -0.596)  -0.03
C (-1.067, -2.376, -0.311)  -0.26
C (-0.675, -2.104, 0.998)  -0.03
C (0.605, -1.660, 1.278)  -0.05
C (1.506, -1.493, 0.244)  -0.26
S (3.217, -1.093, 0.613)  0.68
O (3.453, -1.371, 1.998)  -0.28
O (4.028, -1.718, -0.389)  -0.28
N (3.470, 0.549, 0.431)  -0.23
C (3.109, 1.441, 1.509)  -0.15
C (2.113, 2.491, 0.993)  -0.12
N (1.210, 1.879, 0.046)  -0.05
C (-0.019, 1.438, 0.401)  -0.13
C (-0.406, 1.381, 1.745)  -0.01
C (-1.654, 0.939, 2.124)  0.01
C (-2.590, 0.513, 1.197)  -0.14
N (-3.799, -0.025, 1.706)  -0.35
O (-4.451, -0.788, 1.006)  0.04
O (-4.118, 0.275, 2.844)  0.07
C (-2.291, 0.600, -0.190)  -0.07
C (-3.216, 0.320, -1.217)  0.00
C (-2.856, 0.483, -2.529)  -0.03
C (-1.566, 0.942, -2.808)  -0.12
N (-0.693, 1.229, -1.880)  0.11
C (-1.005, 1.070, -0.585)  -0.14
C (1.887, 1.544, -1.190)  -0.13
C (3.340, 1.101, -0.889)  -0.16
C (1.141, -1.757, -1.062)  -0.06
C (-0.146, -2.184, -1.336)  -0.03
H (-2.477, -3.964, -0.293)  0.09
H (-3.196, -2.382, -0.039)  0.06
H (-2.660, -2.859, -1.657)  0.08
H (-1.375, -2.265, 1.804)  0.13
H (0.929, -1.479, 2.290)  0.12
H (2.688, 0.830, 2.308)  0.11
H (4.010, 1.933, 1.895)  0.13
H (2.656, 3.275, 0.455)  0.13
H (1.572, 2.966, 1.809)  0.12
H (0.288, 1.638, 2.526)  0.10
H (-1.908, 0.875, 3.172)  0.13
H (-4.207, -0.022, -0.965)  0.11
H (-3.550, 0.277, -3.328)  0.11
H (-1.232, 1.098, -3.825)  0.11
H (1.892, 2.414, -1.857)  0.13
H (1.337, 0.748, -1.686)  0.08
H (3.658, 0.325, -1.584)  0.12
H (4.034, 1.944, -0.979)  0.13
H (1.879, -1.665, -1.844)  0.12
H (-0.433, -2.395, -2.356)  0.12